(1)
ORCA calculation (the ωB97M-V functional and the def2-TZVPD basis) on a cluster of 9 separate species, C46H107N7O5 in total in a non-equilibrium geometry.

The geometry in XYZ format:
```
165
C46H107N7O5 the ωB97M-V functional and the def2-TZVPD basis
O -6.495 4.986 -0.654
O 3.091 1.110 -0.342
O 4.158 1.280 1.699
O -4.596 4.104 -1.633
O -0.866 -0.659 -5.808
N -2.538 -0.510 -7.166
N 1.859 -4.316 -3.538
N -0.418 4.353 3.631
N 4.875 5.122 -0.530
N 0.285 -3.138 4.535
N -1.373 0.654 -0.308
N -4.801 -5.165 -0.342
C 5.427 1.322 -0.453
C -0.633 6.162 1.983
C -2.646 -4.514 -1.519
C 1.955 -2.341 -2.001
C 3.438 0.636 -1.647
C 2.442 6.003 -0.416
C 2.131 4.202 3.554
C -2.622 -2.180 -5.393
C -5.188 3.158 0.418
C 4.790 1.334 -1.858
C 0.047 2.648 -0.860
C -3.604 3.183 -1.372
C 3.414 4.920 -0.782
C 5.260 6.253 -1.396
C -1.969 -0.196 1.912
C 0.968 -3.793 -4.587
C -0.766 2.957 3.901
C 1.393 -4.132 -6.029
C -0.361 1.195 -1.226
C 4.211 1.262 0.448
C 1.077 -4.382 4.794
C -2.594 -0.720 -2.023
C 0.313 -3.000 2.053
C 0.877 4.853 4.198
C -1.948 -1.007 -6.130
C 5.119 5.307 0.851
C -0.798 4.705 2.254
C 6.647 5.243 1.097
C -3.777 2.685 0.083
C 1.908 -5.755 -3.543
C -5.503 4.223 -0.620
C -6.153 -5.477 -0.574
C -0.975 0.558 1.054
C -6.569 -6.608 0.349
C -4.407 -4.415 0.811
C 5.512 5.722 -2.781
C -4.135 -4.835 -1.563
C 3.250 -6.194 -2.894
C -1.349 -1.637 5.566
C 2.555 -4.263 4.585
C 1.409 -3.757 -2.214
C 0.714 -2.351 3.403
C -5.033 -3.029 0.834
C -1.004 2.794 5.381
C -0.089 -2.464 5.783
C -1.652 -0.731 -0.855
H -0.192 3.051 6.061
H 7.127 6.219 1.031
H 6.403 5.095 -2.789
H 0.038 0.168 1.154
H 6.087 0.488 -0.213
H -3.051 3.131 0.762
H 0.719 3.165 -1.544
H -4.694 -4.925 1.730
H -1.951 -1.285 1.948
H 1.086 -6.198 -2.980
H 2.325 6.927 -0.982
H -3.547 -1.968 -4.858
H -1.349 6.787 2.518
H 4.634 2.367 -2.168
H -2.989 0.166 1.781
H 4.085 -6.277 -3.589
H 0.846 5.942 4.171
H 1.712 -4.426 -1.408
H 4.662 4.463 1.368
H -5.974 2.422 0.248
H -2.053 -5.400 -1.291
H -6.856 -4.690 -0.302
H -2.090 0.299 -7.573
H 0.988 -2.707 -4.497
H 4.720 6.213 1.305
H 0.632 2.619 0.059
H 0.400 6.355 2.271
H 0.470 -2.258 1.270
H 0.327 -3.693 -2.103
H 2.932 4.890 3.827
H 4.637 7.148 -1.398
H 0.615 -5.199 4.240
H 3.487 -0.448 -1.547
H -2.982 -2.930 -6.098
H 3.041 -3.515 5.212
H -0.721 -3.344 2.035
H -1.021 -0.707 5.101
H 0.872 -3.912 1.842
H -4.598 -3.918 -1.926
H -3.830 2.285 -1.946
H 3.080 4.645 -1.782
H 2.208 3.200 3.974
H -7.483 -7.169 0.152
H 2.640 0.841 -2.361
H -0.950 1.556 1.492
H -0.755 1.230 -2.241
H -5.150 -2.400 -0.048
H 3.181 -7.250 -2.632
H -3.449 -0.825 -7.466
H 7.012 4.988 2.091
H 1.650 -2.011 -1.008
H 5.284 0.748 -2.634
H -0.684 -1.123 -1.168
H 5.709 6.511 -3.506
H -2.085 -2.064 4.885
H 0.034 2.306 3.549
H -2.083 -0.416 -2.936
H -1.900 3.300 5.741
H 0.690 -3.626 -6.691
H 5.938 2.279 -0.355
H 1.426 5.640 -0.257
H 3.019 -2.576 -2.023
H -6.645 -6.301 1.392
H -4.393 -5.546 -2.349
H 6.189 6.682 -1.020
H 0.267 -1.358 3.440
H -1.875 -1.253 6.439
H 1.450 -5.167 -6.366
H 3.232 4.038 -0.168
H -3.340 -4.272 0.979
H 2.409 -3.771 -6.192
H 1.741 -1.669 -2.832
H -1.969 -1.517 -0.169
H -0.213 4.028 1.631
H -6.042 -3.236 1.189
H 2.903 -5.220 4.973
H -3.057 -1.681 -2.245
H 0.697 -1.836 6.202
H -0.879 3.221 -0.898
H -4.511 -2.339 1.497
H 1.798 -2.239 3.439
H -2.649 3.630 -1.648
H 2.751 -4.156 3.518
H -2.420 -4.164 -2.526
H 0.556 0.626 -1.077
H -1.233 1.750 5.598
H -0.054 -4.131 -4.419
H 0.921 -4.648 5.840
H 7.064 4.525 0.390
H -1.827 4.394 2.073
H -6.413 -5.737 -1.600
H -1.826 -2.552 -4.748
H 0.943 4.638 5.265
H -1.756 0.062 2.949
H 3.525 -5.690 -1.967
H -0.246 -3.194 6.577
H -2.389 -3.732 -0.805
H 2.001 4.124 2.474
H -5.730 -7.302 0.395
H -1.674 2.700 3.355
H -0.780 6.314 0.914
H -5.280 3.715 1.351
H 1.939 -6.265 -4.505
H 2.644 6.299 0.613
H -3.420 -0.099 -1.673
H -3.582 1.618 0.193
H 4.630 5.166 -3.099
```

The gap between HOMO and LUMO (alpha / beta) comes out at 7.230 / 2.919 eV. The HOMO energy (alpha / beta) comes out at -9.4 / -9.4 eV. Its charge is +1. Its expectation value of S² is 0.754. As for the spin multiplicity: 2. The LUMO energy (alpha / beta) is -0.0800 / -0.2384 hartree. The value obtained for the largest force on an atom is 4.6 eV/A. The total energy comes out at -2575.90855 Ha.

=====

(2)
ORCA calculation (the ωB97M-V functional and the def2-TZVPD basis) on a cluster of 8 separate species, C46H113F3N6O12S in total in a non-equilibrium geometry.

The geometry in XYZ format:
```
181
C46H113F3N6O12S the ωB97M-V functional and the def2-TZVPD basis
S 8.948 6.432 -7.197
F 10.117 7.840 -9.206
F 9.689 5.706 -9.697
F 8.078 7.213 -9.795
O 6.724 14.268 -9.312
O 5.756 16.311 -5.715
O 4.270 2.514 -5.059
O 7.098 21.058 -4.220
O 9.951 12.187 -1.632
O 10.265 6.327 -6.675
O 8.192 5.208 -7.031
O 8.206 7.636 -6.634
O 8.772 11.594 -4.673
O 12.326 11.536 -6.883
O 10.649 16.998 -4.076
O 11.675 8.395 -2.486
N 5.387 5.387 -4.040
N 5.456 18.866 -4.446
N 11.244 10.135 -4.697
N 10.308 13.847 -3.878
N 4.461 12.149 -0.023
N 7.962 11.607 -9.006
C 11.167 18.369 -4.162
C 9.797 14.503 -2.638
C 6.111 6.765 -4.139
C 6.541 11.463 -9.602
C 3.783 5.486 -4.118
C 10.380 12.081 -9.999
C 7.992 22.238 -4.345
C 8.055 14.293 -8.762
C 7.428 11.453 -4.389
C 0.614 9.758 -1.022
C 11.348 16.021 -4.870
C 5.879 21.195 -3.618
C 5.749 4.616 -5.313
C 6.235 9.947 -9.869
C 10.821 7.781 -3.493
C 8.943 11.641 -10.302
C 13.006 10.331 -6.613
C 10.266 9.075 -4.125
C 8.160 10.373 -8.030
C 7.517 4.451 -2.746
C 9.183 6.785 -9.124
C 5.950 4.552 -2.830
C 5.950 15.345 -8.856
C 6.775 18.062 -4.453
C 8.209 12.834 -8.092
C 5.211 19.837 -3.351
C 10.628 14.657 -5.150
C 3.105 6.040 -2.846
C 3.046 11.596 0.220
C 6.959 9.988 -4.209
C 6.945 17.115 -5.681
C 3.418 2.308 -6.138
C 9.570 11.167 -0.631
C 5.469 11.790 1.092
C 9.249 13.421 -1.659
C 13.147 12.359 -7.748
C 5.609 3.079 -5.340
C 1.661 9.364 0.018
C 4.195 12.816 -2.411
C 4.135 14.023 -1.533
C 5.022 11.793 -1.468
C 12.123 9.424 -5.773
C 12.223 7.608 -1.454
C 2.976 10.140 -0.253
C 5.908 15.162 -4.901
C 4.370 13.711 -0.080
H 4.194 20.217 -3.451
H 13.140 9.945 -7.624
H 9.107 13.843 -0.664
H 3.217 3.156 -6.792
H 8.622 14.409 -9.686
H 4.708 18.192 -4.526
H 9.012 10.574 -7.380
H 9.000 22.083 -4.730
H 5.301 9.797 -10.412
H 7.573 9.492 -3.458
H 9.767 10.170 -1.026
H -0.325 9.213 -0.916
H 5.945 9.886 -3.822
H 5.444 19.364 -5.324
H 3.388 4.519 -4.427
H 8.232 13.169 -1.960
H 10.210 11.324 0.238
H 6.975 17.759 -6.560
H 8.891 10.712 -10.869
H 5.374 14.080 0.132
H 7.975 3.828 -3.515
H 3.208 12.366 -2.525
H 9.761 13.048 -4.165
H 6.380 16.308 -9.132
H 3.665 13.919 0.725
H 9.424 8.985 -4.811
H 8.486 9.483 -8.569
H 6.819 4.787 -5.432
H 5.567 5.090 -1.963
H 5.436 3.591 -2.829
H 11.722 18.686 -5.045
H 7.127 6.844 -3.752
H 8.153 15.117 -8.055
H 11.179 13.933 -5.750
H 6.242 7.025 -5.189
H 10.870 11.924 -10.960
H 8.226 5.277 -2.805
H 2.524 1.777 -5.810
H 13.176 11.917 -8.744
H 7.027 9.436 -10.415
H 12.693 13.346 -7.832
H 6.890 14.722 -5.076
H 6.019 9.448 -8.925
H 7.221 11.970 -3.451
H 5.003 14.436 -2.047
H 6.780 12.015 -5.062
H 10.420 13.109 -9.641
H 6.378 2.553 -4.773
H 2.858 11.660 1.292
H 11.917 18.311 -3.372
H 5.370 19.447 -2.346
H 9.626 14.708 -5.576
H 6.941 17.512 -3.526
H 8.493 12.378 -10.968
H 1.181 9.379 0.997
H 11.674 6.690 -1.247
H 2.316 12.155 -0.365
H 11.433 16.330 -5.912
H 0.378 10.814 -1.154
H 6.482 12.031 0.769
H 4.032 1.602 -6.698
H 7.016 9.463 -5.163
H 11.155 13.335 -3.674
H 8.166 22.686 -3.367
H 6.008 21.637 -2.629
H 6.357 12.064 -10.493
H 5.700 15.322 -7.795
H 4.570 12.900 -3.431
H 5.806 11.747 -8.850
H 9.820 9.499 -3.226
H 5.025 10.766 -1.831
H 8.537 11.208 -0.287
H 2.019 6.123 -2.836
H 10.705 14.960 -2.242
H 3.323 5.304 -2.072
H 3.143 10.040 -1.326
H 10.102 7.028 -3.169
H 7.794 3.983 -1.802
H 0.891 9.319 -1.981
H 5.322 5.146 -6.164
H 9.214 12.755 -7.678
H 13.874 10.627 -6.024
H 11.307 9.098 -6.418
H 3.328 14.754 -1.581
H 5.263 12.184 2.087
H 7.434 18.918 -4.595
H 12.283 8.242 -0.570
H 7.940 16.702 -5.513
H 3.730 6.175 -4.962
H 7.581 23.124 -4.829
H 10.849 11.406 -9.283
H 5.206 21.657 -4.340
H 10.454 19.158 -3.926
H 6.088 12.018 -1.442
H 5.225 14.467 -5.390
H 12.749 8.584 -5.474
H 7.356 9.985 -7.404
H 3.750 9.528 0.209
H 11.442 7.173 -4.151
H 9.116 15.268 -3.012
H 5.923 2.860 -6.360
H 7.470 12.683 -7.305
H 3.576 6.969 -2.525
H 5.688 15.276 -3.839
H 4.922 15.248 -9.204
H 5.404 10.713 1.243
H 11.743 10.486 -3.892
H 12.266 15.793 -4.328
H 10.637 10.880 -5.008
H 5.519 7.473 -3.557
H 14.169 12.459 -7.381
H 13.249 7.293 -1.646
H 1.878 8.296 0.012
```

The gap between HOMO and LUMO (alpha / beta) comes out at 7.342 / 3.321 eV. The HOMO energy (alpha / beta) comes out at -17.6 / -17.6 eV. Its charge is +5. Its expectation value of S² is 0.754. As for the spin multiplicity: 2. The LUMO energy (alpha / beta) is -0.3760 / -0.5237 hartree. The value obtained for the largest force on an atom is 4.1 eV/A. The total energy comes out at -3747.39604 Ha.